Density functional theory data (wB97M-V/def2-TZVPD) for 10 unconnected molecules or ions with the total composition C30H40N10O10.

Geometry as ORCA input:
```
! RIJCOSX wB97M-V def2-TZVPD def2/J DEFGRID3
* xyz 0 1
H 0.8341 3.7309 -2.7373
C 10.4850 -0.1753 -6.8160
O -3.5788 1.0119 -5.1534
H 0.2886 -5.2022 -3.2757
N -2.4000 -2.6192 7.1201
C -1.3582 -3.0738 6.2694
C 8.6163 0.4643 -4.8713
H -0.4261 -5.6067 -4.7463
C -0.1100 2.5573 -1.1537
C -5.4688 -6.9025 -0.6765
H -0.8288 3.2378 -0.7217
H -1.6186 -6.4267 6.7615
N -4.9732 -5.6372 -0.8461
H -2.3607 1.2751 -7.3164
C 7.8252 1.9018 4.3052
C 0.7367 0.3120 -1.0276
H -6.2312 2.6051 -0.2587
O -1.3039 5.2742 6.4716
O 1.5341 -4.1671 -5.5252
C -3.0896 -3.5266 7.8496
C 7.0384 2.0768 5.4904
H -5.2242 -7.0603 2.7218
C -2.8222 -4.9109 7.7441
H -4.2566 9.1731 -2.9888
C -5.2090 -6.6861 1.7088
H -3.4449 -5.6042 8.2900
N 7.2845 1.7784 3.0175
O -3.9712 3.1797 -5.3758
C 5.1157 1.9397 4.1576
C 9.8624 -0.0142 -4.4823
H -5.8039 -7.4588 -1.5394
C 9.1846 0.1434 -7.2345
N 10.7694 -0.3591 -5.4820
O -2.2573 8.0355 -5.2474
H -0.6655 1.0651 0.3272
N -3.3207 2.1652 -5.6069
C 0.4893 -5.7772 -4.1797
C -6.9938 1.8385 -0.1212
H -7.9829 2.2604 -0.2994
H 10.1731 -0.0077 -3.4480
H -3.8821 -3.1481 8.4780
H 0.5119 -6.8412 -3.9438
H 4.0581 1.9790 3.9420
H 5.0327 2.3823 6.2189
O 2.4140 -6.1454 -5.4172
N 1.6738 1.8256 -2.6760
H -2.0679 2.7967 6.0013
C -0.0674 1.2578 -0.5511
O -4.1847 9.0074 -5.3784
H -4.4541 -4.6611 2.3799
H -2.7536 2.9769 -7.3860
C -2.3855 2.1912 -6.7262
H -5.8898 -8.4775 0.6255
C -1.0477 -4.4414 6.2117
N -1.5869 4.3256 7.2030
H 5.4312 1.5865 2.0264
C 5.9396 1.7038 2.9720
C -4.7448 -5.3034 1.5618
H 7.8523 0.7866 -4.1792
H -6.8897 0.9790 -0.7833
C -5.5382 -7.4564 0.6378
H 11.2968 -0.3921 -7.4946
C -1.7873 -5.3813 6.9737
H 7.5368 2.1988 6.4407
H -0.2452 -4.7864 5.5766
H 2.2431 -0.2238 -2.5676
H -2.5699 9.1123 -2.7878
O -5.8957 0.9756 1.6195
H 8.8722 2.1667 4.2924
O -1.0432 4.1240 8.3092
C 5.6717 2.1845 5.3709
C 0.7164 2.7728 -2.2531
N -3.2677 8.4437 -4.7306
H 7.2541 0.7346 -6.4964
C 8.2534 0.4180 -6.2364
C -4.5156 -4.9130 0.2333
H 8.7854 0.2563 -8.2317
H -4.0747 -3.9568 -0.0067
N 1.6227 -5.2788 -5.0268
H 0.5742 -0.6459 -0.5560
C -2.6199 3.3547 6.7576
H -1.3858 2.5030 -6.4237
C -3.3933 8.5543 -3.2337
C 1.6192 0.5344 -2.1177
O -7.9407 1.6326 1.8951
H -3.5398 3.8792 6.4992
H -3.5634 7.5814 -2.7725
H -2.8373 2.8246 7.6849
N -6.9022 1.5334 1.2781
H -0.8230 -2.3410 5.6838
*
```

As for the structure (SMILES): C[N+](=O)[O-].C[N+](=O)[O-].C[N+](=O)[O-].C[N+](=O)[O-].C[N+](=O)[O-].c1ccncc1.c1ccncc1.c1ccncc1.c1ccncc1.c1ccncc1. The calculation puts the LUMO energy at -0.298 eV. As for the orbital gap: 0.335 Eh. The HOMO energy comes out at -9.4 eV. The energy above the lowest of the compared OMol25 structures with the same formula, charge and spin is 84.7 kcal/mol.